No. 1
Computed, not measured: a single C13H10N2OS2 molecule in a non-equilibrium geometry, with the ωB97M-V functional and the def2-TZVPD basis.

**SMILES**: O=C(Cc1cccs1)Nc1nc2ccccc2s1
**LUMO energy**: -0.1 eV

```
28
Properties=species:S:1:pos:R:3:forces:R:3:nbo_charge:R:1
O 3.13576 0.61341 0.47425 -4.2 0.7 -1.5 -0.5663
C 1.90695 0.36314 0.25466 4.9 -2.2 2.0 0.6750
N 0.97708 1.24216 -0.21991 14.2 3.7 1.8 -0.6129
C -0.20923 1.32667 -0.45239 -7.7 0.1 -3.0 0.3745
N -0.62521 2.44813 -1.03280 -1.6 -3.5 2.6 -0.4848
C -1.99374 2.27122 -0.98735 -2.8 -1.2 -0.4 0.1645
C -2.82901 3.30815 -1.34976 -5.2 -7.2 -0.6 -0.2602
C -4.25997 2.81691 -1.74102 2.2 1.6 2.1 -0.1476
C -4.73161 1.54575 -1.37627 -6.3 7.3 -3.2 -0.2490
C -3.93436 0.68950 -0.87448 3.1 -3.2 1.9 -0.2874
C -2.66497 0.75966 -0.62923 7.1 6.5 -0.8 -0.1644
S -1.25248 -0.25044 -0.18435 -0.9 3.0 -0.6 0.2614
H -4.19649 -0.23066 -0.73564 -2.8 -5.5 1.1 0.2078
H -5.90206 1.37282 -1.38288 2.7 0.2 -0.4 0.2231
H -4.92808 3.60206 -2.12216 0.2 -0.6 0.1 0.2075
H -2.50244 4.20130 -1.62418 1.4 3.8 -1.1 0.2085
H 1.66858 2.28835 -0.37140 -3.0 -3.8 0.4 0.4565
C 1.47552 -1.01626 0.74739 -1.9 -0.9 -7.6 -0.5019
C 2.34462 -2.04621 1.11354 2.8 0.2 6.7 -0.1359
C 3.19631 -2.90368 0.62028 0.5 -2.2 -7.2 -0.2408
C 4.21729 -3.62648 1.23312 0.2 -0.7 5.5 -0.2715
C 4.13368 -3.24607 2.79739 -2.5 0.9 -7.7 -0.3569
S 2.86702 -2.02334 2.93190 0.8 -1.1 -1.2 0.3440
H 4.70895 -3.51504 3.60990 1.0 -0.7 1.5 0.2215
H 4.77768 -4.54806 0.74406 -1.1 2.4 1.3 0.2535
H 3.02321 -3.05492 -0.59441 0.7 0.2 3.0 0.2094
H 0.75280 -0.77200 1.38216 -3.2 0.3 3.2 0.2400
H 0.84421 -1.61608 -0.23042 1.4 2.0 2.4 0.2326
```
Positions in Å, forces in eV/Å.

---

No. 2
Computed, not measured: a molecular structure, C40H40As2N5O2Pt in a non-equilibrium geometry, with the ωB97M-V functional and the def2-TZVPD basis.

**Relative energy (zero: lowest compared OMol25 entry of this formula, charge and spin)**: 21.2 kcal/mol
**LUMO energy (alpha / beta)**: -4.1 / -4.2 eV
**Net charge**: +1

```
90
Properties=species:S:1:pos:R:3:forces:R:3:lowdin_charge:R:1
Pt -0.14967 -0.14215 -0.43950 -0.1 -0.2 -0.9 0.7712
C 0.59393 -0.20163 3.12721 -0.1 0.1 -0.1 -0.4239
C -0.83547 -0.69084 2.98064 0.2 0.0 -0.1 -0.3933
As -1.76965 -0.08495 1.35687 0.4 0.5 0.7 1.2027
C -3.28986 -1.27963 1.46670 0.2 0.0 -0.5 -0.3714
C -4.12310 -1.17684 2.57787 0.1 0.2 0.0 -0.1108
C -5.16918 -2.06999 2.73261 0.0 0.0 0.0 -0.0650
C -5.38471 -3.05976 1.78134 0.0 0.0 0.0 -0.0648
C -4.54945 -3.16362 0.68002 0.0 0.0 0.0 -0.0632
C -3.49591 -2.27411 0.51802 0.2 0.1 -0.1 -0.0880
C -2.53082 1.63543 1.83739 0.0 -0.1 -0.1 -0.3979
C -1.75536 2.58405 2.49811 0.1 -0.2 0.1 -0.1244
C -2.26327 3.84620 2.75905 0.0 0.0 0.0 -0.0657
C -3.54971 4.17218 2.35158 0.0 0.0 0.0 -0.0590
C -4.32663 3.23114 1.69169 0.0 0.1 0.0 -0.0583
C -3.81882 1.96780 1.42837 0.1 -0.2 0.0 -0.1075
As 1.64787 -0.32350 1.45895 -0.5 -0.8 0.1 1.2494
C 3.38202 0.07265 2.28268 -0.1 0.2 -0.3 -0.3660
C 4.41247 -0.85695 2.24888 -0.1 -0.1 -0.1 -0.0915
C 5.56706 -0.62822 2.98313 0.1 0.0 0.0 -0.0647
C 5.69598 0.52642 3.74067 0.0 0.0 0.0 -0.0686
C 4.68091 1.47364 3.74163 0.0 0.0 0.0 -0.0727
C 3.52828 1.25294 3.00547 -0.1 0.0 -0.1 -0.1214
C 1.79310 -2.25440 1.24749 0.2 -0.1 0.1 -0.4157
C 2.15943 -2.74939 -0.00289 0.0 0.1 0.1 -0.1366
C 2.23058 -4.11555 -0.22970 0.0 0.0 0.0 -0.0634
C 1.95025 -5.00181 0.79949 0.0 0.0 0.0 -0.0666
C 1.64104 -4.51713 2.06252 0.0 -0.1 0.0 -0.0660
C 1.56737 -3.15138 2.28844 0.0 0.2 0.0 -0.1022
H 1.11955 -0.77083 3.89486 0.1 0.0 0.0 0.0784
H 0.62442 0.84061 3.44804 0.1 0.0 0.0 0.0476
H -1.43414 -0.41728 3.84991 -0.1 0.0 -0.1 0.0859
H -0.85475 -1.77982 2.89910 0.0 0.0 0.0 0.0686
H -3.96082 -0.39417 3.30997 0.0 0.0 0.0 0.1079
H -5.81584 -1.99360 3.59645 0.0 0.0 0.0 0.1116
H -6.20962 -3.74931 1.90228 0.0 0.0 0.0 0.1112
H -4.71663 -3.93828 -0.05630 0.0 0.0 0.0 0.1115
H -2.83581 -2.35029 -0.33811 -0.1 0.0 0.0 0.0730
H -0.74405 2.34158 2.80690 0.0 0.0 0.0 0.0904
H -1.65401 4.57604 3.27592 0.0 0.0 0.0 0.1119
H -3.94216 5.16155 2.54487 0.0 0.0 0.0 0.1125
H -5.33025 3.48409 1.37653 0.0 0.0 0.0 0.1130
H -4.42547 1.23303 0.91182 0.0 0.0 0.0 0.1089
H 4.31209 -1.76029 1.65988 0.0 0.0 0.1 0.1007
H 6.36580 -1.35783 2.96768 0.0 0.0 0.0 0.1115
H 6.58883 0.69216 4.32851 0.0 0.0 0.0 0.1106
H 4.78663 2.38279 4.31868 0.0 0.0 0.0 0.1098
H 2.74319 2.00096 2.99317 0.0 0.0 0.1 0.0969
H 2.42489 -2.05771 -0.78827 -0.1 0.0 -0.2 0.0845
H 2.51066 -4.48388 -1.20896 0.0 0.0 0.0 0.1117
H 1.98915 -6.06892 0.62504 0.0 0.0 0.0 0.1100
H 1.46693 -5.20659 2.87844 0.0 0.0 0.0 0.1105
H 1.34438 -2.78990 3.28572 0.0 -0.1 0.0 0.0970
O 2.57797 0.00048 -3.33492 -0.1 -0.1 0.0 0.0984
C 1.69157 -0.81756 -3.25293 0.4 0.2 0.0 -0.4352
N 0.70123 -0.83092 -2.28571 -0.3 0.2 1.1 -0.0229
C -0.16182 -1.85195 -2.49442 0.1 0.0 -0.2 -0.4593
O -1.13596 -2.01477 -1.74915 0.1 0.1 0.2 -0.0133
C 0.27699 -2.63370 -3.67433 0.2 0.0 -0.1 -0.0914
C -0.20943 -3.78437 -4.25478 -0.1 0.1 0.1 0.0091
C 0.48435 -4.28605 -5.35415 0.0 0.0 0.0 -0.0534
C 1.61745 -3.64546 -5.83810 0.0 0.0 0.0 -0.0499
C 2.10796 -2.48436 -5.23943 0.1 0.0 0.0 0.0128
C 1.42193 -1.99506 -4.15105 -0.2 -0.1 0.1 -0.0800
H -1.09030 -4.27317 -3.85970 0.0 0.0 -0.1 0.1238
H 0.14037 -5.19144 -5.83628 0.0 0.0 0.0 0.1111
H 2.13231 -4.06321 -6.69314 0.0 0.0 0.0 0.1118
H 2.99912 -1.99653 -5.61116 0.0 0.0 0.0 0.1262
C 1.20965 2.56511 -1.28973 0.1 0.2 -0.1 -0.1845
N 1.25317 3.91333 -1.82608 0.1 0.0 0.0 -0.0786
C 0.21110 4.71665 -1.18647 0.0 0.0 0.0 -0.1578
N -1.12546 4.16249 -1.42676 -0.1 0.0 0.0 -0.0763
C -1.15653 2.81069 -0.89811 0.0 0.4 -0.1 -0.2025
N -0.12340 1.94546 -1.52298 -0.5 -0.3 0.5 -0.1768
C -0.37084 1.93481 -2.99492 0.0 0.2 -0.1 -0.1615
N -0.33821 3.28115 -3.53276 0.0 0.0 -0.2 -0.0798
C 0.98312 3.85653 -3.26609 0.0 0.0 0.0 -0.1456
C -1.35294 4.09958 -2.87409 0.0 0.0 0.1 -0.1573
H 1.39506 2.59441 -0.21348 0.0 0.0 0.0 0.1068
H 1.96578 1.94640 -1.77540 0.0 0.0 0.0 0.1147
H 0.25191 5.73412 -1.57682 0.0 0.0 0.0 0.1310
H 0.39409 4.74426 -0.10953 0.0 0.0 0.0 0.1277
H -2.13973 2.37134 -1.07872 0.0 0.0 0.0 0.1252
H -0.97161 2.85260 0.17344 0.0 -0.1 0.0 0.0898
H -1.34498 1.47825 -3.17996 0.0 0.0 0.0 0.1357
H 0.41088 1.35682 -3.47547 0.0 -0.1 0.0 0.1037
H 1.02332 4.86570 -3.67742 0.0 0.0 0.0 0.1317
H 1.74535 3.24489 -3.75126 0.0 0.0 0.0 0.1348
H -2.33990 3.67020 -3.05842 0.0 0.0 0.0 0.1302
H -1.32520 5.10859 -3.28657 0.0 0.0 0.0 0.1311
```
Positions in Å, forces in eV/Å.

---

No. 3
Computed, not measured: a molecular structure, C39H69BClFI2NO26P2S in a non-equilibrium geometry, with the ωB97M-V functional and the def2-TZVPD basis.

**LUMO energy**: -3.2 eV
**Net charge**: +1

```
143
Properties=species:S:1:pos:R:3:forces:R:3:lowdin_charge:R:1
C -2.07271 -5.09732 3.66434 0.2 0.3 0.4 -0.0960
C -3.28558 -4.00766 4.00016 1.2 -1.8 0.0 -0.2348
O -2.61423 -2.75047 4.37331 -2.3 0.5 -1.8 -0.2395
C -3.48117 -1.57338 4.10355 -0.2 0.7 1.1 -0.1352
C -2.57943 -0.27310 3.55805 -1.2 -0.4 3.9 -0.1469
O -2.74794 0.05847 2.17666 1.5 0.1 -1.7 -0.1973
C -1.67262 -0.29439 1.24134 1.6 -2.4 1.7 -0.3063
C -1.22759 -1.83866 1.59112 1.6 -1.3 0.5 -0.1223
C -0.22161 -2.56615 0.52475 0.0 -1.4 0.0 -0.1403
C 0.55101 -3.87409 1.22487 0.3 0.7 -0.2 -0.0918
F 2.00397 -3.51088 1.38665 -2.9 -0.8 -0.4 -0.1560
C -0.29558 0.59593 1.38970 1.8 -0.5 1.5 -0.2160
C -0.37513 1.93076 2.33631 -0.7 1.5 -0.2 -0.6249
I 0.76288 1.59535 4.23899 -0.5 -1.1 -0.8 0.9671
C 0.29546 3.29636 1.73997 0.9 -0.2 0.5 -0.7275
C 1.94147 3.21851 1.52133 -0.4 0.4 -2.0 -0.2095
I 0.07619 4.78503 3.39948 -0.5 0.2 -1.1 0.7328
O 0.46606 0.75184 0.14038 -2.5 0.8 0.2 -0.0995
C -0.31137 1.32982 -0.95142 0.4 0.7 0.3 -0.2583
C 0.79628 1.59887 -2.12121 1.3 0.4 -0.1 -0.1120
C 0.29674 2.36823 -3.46702 0.3 0.3 0.6 -0.1886
C 1.61261 2.74214 -4.38999 -2.1 0.7 0.0 -0.2076
S 2.45762 1.23791 -5.13716 7.3 -0.1 -1.5 0.8152
O 3.48760 0.66294 -4.10690 -4.4 1.6 -3.0 -0.3868
O 3.19318 1.75384 -6.42693 -3.7 -2.0 4.6 -0.3740
O 1.39891 -0.04640 -5.52409 1.5 0.7 1.2 -0.2368
C -1.55151 0.33819 -1.27339 0.1 0.7 -1.6 -0.4579
Cl -2.72077 1.46159 -2.28298 1.6 0.0 -1.7 0.7089
B -1.15067 -0.77335 -2.41103 0.9 -2.8 -3.4 -0.5131
O 0.12464 -1.56692 -2.45510 -1.9 3.0 -0.2 0.0209
O -2.00991 -1.02380 -3.62430 2.4 -0.7 3.4 -0.1468
C -1.71320 -2.35236 -4.19080 -0.7 -1.0 -2.0 -0.0981
N -2.39583 -0.12434 -0.11500 3.4 -0.8 3.3 -0.4248
P -3.37896 -1.59367 -0.54412 -1.5 -4.1 -0.7 1.0661
C -4.68348 -1.27047 -1.88147 -2.5 1.1 -1.2 -0.2640
O -4.38607 -2.09604 0.83180 0.6 0.5 -2.4 -0.3208
P -3.57347 1.18324 0.11996 -5.0 5.1 -3.4 0.8814
O -2.97766 2.67831 0.68215 0.2 -0.8 1.1 -0.2532
O -5.16632 0.76931 0.52240 1.0 1.8 3.5 -0.2582
H -1.06974 -4.64061 4.10813 -2.1 -1.0 -1.0 0.0852
H -2.24871 -6.12023 4.22705 0.3 2.1 -1.4 0.0892
H -1.94880 -5.28543 2.49515 -0.3 0.4 2.6 0.0816
H -3.85297 -4.44062 4.93213 0.7 1.1 -1.9 0.1331
H -3.94408 -3.91399 3.03059 1.0 0.1 2.1 0.1146
H -4.40413 -1.80650 3.42372 2.0 0.4 0.9 0.1225
H -3.93273 -1.27168 5.16680 1.0 -0.4 -2.3 0.1458
H -1.49824 -0.44724 3.96606 -1.8 0.5 -1.3 0.1006
H -3.00592 0.64201 4.19950 1.0 -1.8 -1.7 0.1599
H -2.09312 -2.58639 1.81916 1.2 1.8 -0.6 0.1126
H -0.58131 -1.87455 2.60091 -1.7 0.7 -2.1 0.1491
H -0.88887 -3.04191 -0.33254 1.6 1.3 1.6 0.0957
H 0.63647 -1.89134 0.10398 -1.8 -1.2 0.7 0.1267
H 0.15364 -4.11838 2.29892 0.8 0.5 -2.1 0.0967
H 0.47156 -4.82153 0.51699 0.4 2.1 1.6 0.1295
H 0.46257 -0.08495 2.02569 -2.0 1.3 -1.7 0.1281
H -1.44030 2.21934 2.72252 1.9 -0.8 -1.0 0.0637
H -0.27539 3.80303 0.85522 1.1 -1.2 1.7 0.0713
H 2.48761 4.06727 2.11463 -1.0 -2.0 -1.0 0.0510
H 2.10479 3.47539 0.36674 -0.2 -0.5 2.4 0.0791
H 2.38304 2.14520 1.67025 -0.9 2.2 0.0 0.0721
H -0.79048 2.39663 -0.70962 1.1 -2.3 -0.2 0.1361
H 1.58440 2.34760 -1.61766 -1.9 -1.7 -0.8 0.1446
H 1.47385 0.65283 -2.39023 -1.8 1.9 0.8 0.1303
H -0.50947 1.73293 -4.04995 1.7 1.5 1.0 0.1093
H -0.16049 3.41334 -3.12422 0.8 -2.2 -1.0 0.1446
H 1.27365 3.43236 -5.29594 0.8 -1.8 1.8 0.1366
H 2.42404 3.34700 -3.78926 -1.4 -1.8 -1.3 0.1317
H 1.91491 -0.88424 -5.27320 -0.6 1.7 -0.5 0.1122
H 0.66500 -1.23488 -3.23447 -1.0 -0.7 1.2 0.1003
H -1.66562 -3.21758 -3.40150 0.2 1.9 -1.4 0.1158
H -2.62548 -2.61334 -4.91099 1.9 0.7 1.6 0.1184
H -0.76294 -2.31868 -4.90970 -1.9 -0.1 1.8 0.1170
H -5.69034 -1.84419 -1.58755 2.3 1.1 -0.2 0.0856
H -5.03051 -0.13539 -1.99317 0.9 -2.6 0.2 0.0578
H -4.42298 -1.71043 -2.96071 0.1 1.1 2.6 0.0809
H -5.04249 -2.75550 0.43938 1.1 1.3 0.6 0.0894
H -2.65243 3.30957 -0.02857 -0.9 -1.4 0.7 0.0930
H -5.49759 1.42446 1.22414 0.1 -1.4 -0.8 0.1059
C 0.21706 3.11263 9.79101 -0.5 -0.3 0.2 -0.0142
C 1.44381 2.33339 9.35654 -0.8 0.6 1.0 -0.3422
C 2.63557 3.19900 9.07886 0.4 0.6 0.7 -0.1103
O 3.34945 2.44862 8.11510 -0.5 -0.9 -1.0 0.0765
C 2.42751 1.68191 7.45816 0.3 -0.6 -0.9 -0.5195
O 2.64791 1.06804 6.43240 -0.3 1.0 1.7 -0.0224
O 1.22326 1.70022 8.10530 1.1 -0.3 -1.0 0.0740
H 0.48095 3.95596 10.43623 0.1 -0.1 -0.1 0.0922
H -0.35215 3.48138 8.93085 0.3 0.0 0.1 0.0953
H -0.45647 2.46023 10.35736 0.1 0.2 -0.1 0.0868
H 1.68202 1.55660 10.09338 0.1 0.1 -0.1 0.1637
H 3.24589 3.35533 9.97290 0.0 -0.1 -0.3 0.1485
H 2.38075 4.17228 8.64586 -0.1 -0.1 0.1 0.1460
C -3.52773 2.48868 -8.55704 0.6 -0.1 -0.4 -0.0143
C -3.41594 2.36160 -7.04964 -0.1 -0.4 -1.2 -0.3488
C -4.74180 2.33718 -6.35094 -0.7 -0.6 -0.2 -0.1155
O -4.43625 2.88094 -5.08110 0.8 0.7 0.3 0.0444
C -3.35248 3.69566 -5.25738 0.8 1.5 1.4 -0.5215
O -2.94257 4.48506 -4.42888 -0.8 -1.7 -1.5 0.1270
O -2.79294 3.50817 -6.49072 -0.3 0.3 1.2 0.0835
H -4.37656 1.92046 -8.94916 0.1 0.1 0.1 0.0910
H -3.62008 3.53496 -8.86791 -0.2 -0.2 0.2 0.0987
H -2.62052 2.09872 -9.03130 -0.2 0.1 0.0 0.0864
H -2.81312 1.48422 -6.78527 -0.1 0.1 0.1 0.1574
H -5.13299 1.32087 -6.24942 0.0 0.2 0.1 0.1437
H -5.50147 2.96623 -6.82727 0.2 0.0 -0.1 0.1465
C 1.04315 -7.23750 -2.99283 0.2 0.6 0.0 -0.0192
C 0.77097 -7.95473 -1.68425 0.7 0.4 -0.9 -0.3525
C 0.60653 -9.43675 -1.83678 0.6 -0.6 -0.3 -0.1159
O -0.25004 -9.76880 -0.76087 -0.8 0.8 0.4 0.0714
C -0.98609 -8.64892 -0.48977 -1.8 -0.2 1.4 -0.5090
O -1.96360 -8.62566 0.23240 2.0 0.0 -1.5 0.1354
O -0.47976 -7.55904 -1.14180 -0.6 -0.6 0.7 0.0667
H 1.69122 -7.82571 -3.64946 -0.1 0.0 0.1 0.0914
H 0.11466 -6.99876 -3.52270 0.1 -0.3 0.1 0.0923
H 1.54711 -6.28481 -2.79679 -0.1 -0.1 -0.1 0.0811
H 1.55053 -7.71656 -0.95032 -0.1 -0.1 0.0 0.1610
H 1.55924 -9.96632 -1.74665 -0.2 0.0 0.1 0.1472
H 0.12162 -9.73120 -2.77372 0.1 0.2 0.0 0.1449
C 4.96024 -0.54367 4.32910 0.1 0.2 -0.6 -0.0148
C 5.13049 -1.99513 4.73551 -0.5 1.0 -0.6 -0.3438
C 4.45485 -2.33790 6.02884 -0.9 0.1 0.2 -0.1183
O 5.24625 -3.40143 6.52293 0.9 -0.2 -0.2 0.0636
C 6.49817 -3.22986 6.00076 2.0 -1.2 0.7 -0.5074
O 7.48666 -3.83352 6.36963 -2.1 1.2 -0.8 0.1395
O 6.49222 -2.28623 5.01137 0.2 -0.9 0.8 0.0854
H 3.96259 -0.16859 4.57640 0.1 -0.1 0.1 0.0565
H 5.71321 0.09793 4.79947 -0.2 -0.2 0.1 0.0995
H 5.09320 -0.44270 3.24644 0.0 0.0 0.2 0.0826
H 4.79799 -2.65818 3.92749 0.0 0.0 0.2 0.1591
H 3.42238 -2.66561 5.87769 0.2 -0.1 0.1 0.1426
H 4.46731 -1.52320 6.76083 0.0 0.1 -0.2 0.1392
C 3.74315 7.97917 -6.48283 0.2 0.6 0.0 -0.0133
C 3.47097 7.26194 -5.17425 0.8 0.5 -0.9 -0.3406
C 3.30653 5.77992 -5.32678 0.8 -0.6 -0.5 -0.1143
O 2.44996 5.44787 -4.25087 -0.7 0.8 0.5 -0.0067
C 1.71391 6.56775 -3.97977 -1.9 0.7 1.3 -0.4978
O 0.73640 6.59100 -3.25760 2.0 -0.3 -1.4 0.1408
O 2.22024 7.65762 -4.63180 -0.7 -1.0 0.8 0.0959
H 4.39122 7.39096 -7.13946 -0.1 0.0 0.1 0.0920
H 2.81466 8.21791 -7.01270 0.1 -0.3 0.1 0.0979
H 4.24711 8.93186 -6.28679 -0.1 -0.2 -0.1 0.0879
H 4.25053 7.50011 -4.44032 -0.1 -0.1 0.0 0.1632
H 4.25924 5.25035 -5.23665 -0.2 0.0 0.1 0.1518
H 2.82162 5.48547 -6.26372 0.1 0.2 0.0 0.1468
```
Positions in Å, forces in eV/Å.

---

Please write out number 1 again, unchanged.
Computed, not measured: a single C13H10N2OS2 molecule in a non-equilibrium geometry, with the ωB97M-V functional and the def2-TZVPD basis.

**SMILES**: O=C(Cc1cccs1)Nc1nc2ccccc2s1
**LUMO energy**: -0.1 eV

```
28
Properties=species:S:1:pos:R:3:forces:R:3:nbo_charge:R:1
O 3.13576 0.61341 0.47425 -4.2 0.7 -1.5 -0.5663
C 1.90695 0.36314 0.25466 4.9 -2.2 2.0 0.6750
N 0.97708 1.24216 -0.21991 14.2 3.7 1.8 -0.6129
C -0.20923 1.32667 -0.45239 -7.7 0.1 -3.0 0.3745
N -0.62521 2.44813 -1.03280 -1.6 -3.5 2.6 -0.4848
C -1.99374 2.27122 -0.98735 -2.8 -1.2 -0.4 0.1645
C -2.82901 3.30815 -1.34976 -5.2 -7.2 -0.6 -0.2602
C -4.25997 2.81691 -1.74102 2.2 1.6 2.1 -0.1476
C -4.73161 1.54575 -1.37627 -6.3 7.3 -3.2 -0.2490
C -3.93436 0.68950 -0.87448 3.1 -3.2 1.9 -0.2874
C -2.66497 0.75966 -0.62923 7.1 6.5 -0.8 -0.1644
S -1.25248 -0.25044 -0.18435 -0.9 3.0 -0.6 0.2614
H -4.19649 -0.23066 -0.73564 -2.8 -5.5 1.1 0.2078
H -5.90206 1.37282 -1.38288 2.7 0.2 -0.4 0.2231
H -4.92808 3.60206 -2.12216 0.2 -0.6 0.1 0.2075
H -2.50244 4.20130 -1.62418 1.4 3.8 -1.1 0.2085
H 1.66858 2.28835 -0.37140 -3.0 -3.8 0.4 0.4565
C 1.47552 -1.01626 0.74739 -1.9 -0.9 -7.6 -0.5019
C 2.34462 -2.04621 1.11354 2.8 0.2 6.7 -0.1359
C 3.19631 -2.90368 0.62028 0.5 -2.2 -7.2 -0.2408
C 4.21729 -3.62648 1.23312 0.2 -0.7 5.5 -0.2715
C 4.13368 -3.24607 2.79739 -2.5 0.9 -7.7 -0.3569
S 2.86702 -2.02334 2.93190 0.8 -1.1 -1.2 0.3440
H 4.70895 -3.51504 3.60990 1.0 -0.7 1.5 0.2215
H 4.77768 -4.54806 0.74406 -1.1 2.4 1.3 0.2535
H 3.02321 -3.05492 -0.59441 0.7 0.2 3.0 0.2094
H 0.75280 -0.77200 1.38216 -3.2 0.3 3.2 0.2400
H 0.84421 -1.61608 -0.23042 1.4 2.0 2.4 0.2326
```
Positions in Å, forces in eV/Å.